This record from the OMol25 dataset describes a structure of composition C19H19ClN2OPdSTe. The level of theory is ωB97M-V/def2-TZVPD.

⟨S²⟩ = 2.039
Energy above the lowest of the compared OMol25 structures with the same formula, charge and spin = 0.0 kcal per mole
Spin multiplicity = 3
Energy = -59168.74286 eV

```
45
Properties=species:S:1:pos:R:3:forces:R:3
Pd 0.6609 0.1191 -0.0982 0.330 -0.187 -0.292
C -1.4021 -0.0268 4.1145 0.005 -0.021 0.022
C -0.5909 -0.9417 3.2293 0.038 -0.037 -0.096
O 0.6253 -0.9754 3.2570 0.059 -0.023 -0.019
N -1.3290 -1.7267 2.3919 -0.019 0.113 0.042
C -0.7337 -2.6472 1.4444 0.012 -0.003 -0.010
C -1.3102 -2.5069 0.0552 0.015 0.032 0.055
C -2.3391 -3.3502 -0.3505 0.055 -0.003 0.019
C -2.8604 -3.2287 -1.6257 -0.009 0.009 -0.043
C -2.3242 -2.2714 -2.4695 -0.012 -0.030 -0.027
C -1.3073 -1.4663 -1.9903 0.065 -0.004 0.079
N -0.8106 -1.5657 -0.7549 -0.128 0.068 0.037
H -0.7288 0.4751 4.8030 -0.008 0.007 -0.005
H -2.1496 -0.5876 4.6768 -0.006 -0.010 0.010
H -1.9198 0.7127 3.5035 -0.019 -0.019 -0.015
H -2.3307 -1.6479 2.4389 0.001 -0.003 -0.085
H -0.8737 -3.6797 1.7764 0.011 0.000 0.016
H 0.3351 -2.4348 1.4319 -0.020 0.008 -0.052
H -2.7128 -4.1010 0.3334 0.000 0.000 0.006
H -3.6629 -3.8745 -1.9571 0.001 -0.006 -0.004
H -2.6774 -2.1448 -3.4830 -0.021 0.002 0.003
H -0.8600 -0.7027 -2.6122 -0.010 0.003 -0.013
Cl -2.2908 1.4301 0.6682 -0.055 0.046 -0.023
C -0.7650 2.2692 0.8435 -0.179 0.132 0.183
C -0.5092 2.8879 2.0545 -0.006 -0.029 -0.063
C 0.6528 3.6225 2.2296 0.025 0.007 -0.016
C 1.5608 3.7318 1.1738 -0.012 0.000 0.033
C 1.3113 3.1107 -0.0245 0.040 -0.105 -0.074
C 0.1277 2.3472 -0.2581 0.050 -0.038 -0.054
C -0.0887 1.6511 -1.4847 -0.186 -0.088 0.196
H -1.2292 2.7887 2.8555 0.010 0.061 -0.007
H 0.8475 4.1034 3.1780 0.012 0.001 0.007
H 2.4737 4.2994 1.2973 -0.001 0.004 0.024
H 2.0209 3.1835 -0.8401 0.007 0.015 0.015
H 0.5878 1.8652 -2.3032 -0.003 0.003 -0.004
H -1.1058 1.3958 -1.7532 0.004 0.068 -0.052
Te 2.8942 -0.5973 0.9374 -0.007 -0.006 0.253
C 4.1859 -0.1960 -0.6421 -0.149 0.033 -0.059
C 3.8771 0.2141 -1.9148 0.009 -0.001 0.033
C 5.0219 0.4086 -2.7258 0.008 -0.022 -0.006
C 6.1843 0.1415 -2.0595 -0.059 0.039 -0.098
S 5.8839 -0.3419 -0.4542 0.109 -0.014 0.064
H 2.8558 0.3653 -2.2380 0.000 -0.005 0.008
H 4.9844 0.7243 -3.7583 0.019 0.015 -0.003
H 7.1895 0.2094 -2.4424 0.024 -0.013 0.015
```
Forces are in eV/Å.

How is the electron density shared among the atoms? According to Mulliken, the charges in e are:
1. Pd 0.482
2. C -1.241
3. C 0.773
4. O -0.599
5. N 0.009
6. C -0.969
7. C 0.633
8. C -0.655
9. C -0.285
10. C -0.943
11. C -0.268
12. N 0.163
13. H 0.323
14. H 0.434
15. H 0.154
16. H 0.255
17. H 0.406
18. H 0.098
19. H 0.358
20. H 0.411
21. H 0.394
22. H 0.521
23. Cl -0.187
24. C 1.441
25. C -0.623
26. C -0.425
27. C -0.819
28. C -0.446
29. C -0.645
30. C -1.126
31. H 0.463
32. H 0.398
33. H 0.374
34. H 0.373
35. H 0.267
36. H 0.530
37. Te 0.207
38. C -0.137
39. C -0.104
40. C -0.721
41. C -0.369
42. S -0.128
43. H 0.484
44. H 0.362
45. H 0.373


This record from the OMol25 dataset describes the molecule C19H19ClN4O3S in a non-equilibrium geometry. The level of theory is ωB97M-V/def2-TZVPD.

SMILES = C=CCn1c(SCC(=O)Nc2cc(C)c(Cl)cc2OC)nnc1-c1ccco1
Energy above the lowest of the compared OMol25 structures with the same formula, charge and spin = 68.7 kcal per mole
Energy = -55471.04417 eV

```
47
Properties=species:S:1:pos:R:3:forces:R:3
C -4.7484 -2.8799 -1.1958 -0.085 -0.037 -0.024
C -4.4713 -1.6234 -0.9084 0.119 0.170 -0.053
C -3.2319 -0.9173 -1.3814 -0.368 -0.164 -0.310
N -2.4336 -0.4866 -0.2613 0.582 0.231 0.542
C -1.4934 -1.2371 0.3799 -0.033 0.089 0.194
N -0.9556 -0.5592 1.3649 0.135 -1.004 -0.223
N -1.5325 0.6441 1.3922 -0.677 1.165 0.021
C -2.4197 0.7036 0.4304 0.487 -0.238 0.309
C -3.2218 1.8646 0.1509 -0.985 -0.047 -0.604
C -4.4137 2.0487 -0.5089 0.695 -0.275 0.346
C -4.7034 3.4272 -0.4161 0.378 0.459 0.280
C -3.6765 3.9786 0.2886 -0.871 0.243 -0.438
O -2.7821 3.0466 0.6347 0.482 -0.280 0.172
H -3.4785 4.9865 0.5948 0.122 0.092 0.097
H -5.5584 3.9309 -0.8172 -0.144 0.175 -0.049
H -5.0270 1.3086 -0.9795 -0.067 -0.230 -0.065
S -1.0916 -2.8569 -0.0892 0.037 -0.388 -0.087
C 0.2096 -3.2160 1.1377 -0.099 0.097 -0.224
C 1.5809 -2.7285 0.6715 -0.374 -0.044 0.213
O 2.4171 -3.5040 0.2610 0.177 -0.221 -0.105
N 1.7162 -1.3890 0.7736 -0.130 0.504 0.146
C 2.8080 -0.6035 0.3964 0.151 0.152 -0.120
C 4.0570 -1.1167 0.0894 -0.088 0.035 0.026
C 5.1206 -0.2907 -0.2557 0.032 0.336 -0.027
C 4.8893 1.0773 -0.2790 -0.176 -0.338 0.065
C 3.6474 1.6231 0.0151 -0.213 0.015 0.063
C 2.5942 0.7896 0.3489 0.199 -0.143 -0.082
O 1.3276 1.2026 0.6306 0.262 -0.428 -0.029
C 1.0670 2.5797 0.7623 -0.143 0.258 0.044
H 0.0309 2.6387 1.0940 0.110 0.076 -0.031
H 1.7195 3.0383 1.5108 0.016 -0.016 -0.024
H 1.1825 3.1019 -0.1933 0.031 -0.028 0.030
H 3.5209 2.6925 -0.0274 -0.039 0.088 0.002
Cl 6.1754 2.1613 -0.6911 0.190 0.189 -0.065
C 6.4655 -0.8585 -0.5827 -0.018 0.024 0.005
H 6.4469 -1.9423 -0.5190 0.022 -0.085 -0.001
H 6.7651 -0.5680 -1.5889 0.093 -0.027 -0.041
H 7.2165 -0.4755 0.1075 0.103 -0.024 -0.009
H 4.1993 -2.1843 0.1188 0.003 -0.039 0.005
H 0.9169 -0.8521 1.1219 0.072 -0.276 -0.004
H -0.0958 -2.7488 2.0723 0.027 -0.077 0.051
H 0.2289 -4.3015 1.2269 0.043 0.121 0.000
H -2.6233 -1.5959 -1.9863 -0.061 0.168 -0.049
H -3.4856 -0.0341 -1.9752 0.139 -0.134 0.003
H -5.1243 -1.0373 -0.2755 -0.141 0.018 0.091
H -5.6409 -3.3604 -0.8345 -0.179 -0.059 0.097
H -4.0941 -3.4770 -1.8088 0.184 -0.103 -0.138
```
Forces are in eV/Å.

How is the electron density shared among the atoms? According to Mulliken, the charges in e are:
1. C -0.854
2. C 0.286
3. C -1.326
4. N 0.267
5. C 0.594
6. N -0.419
7. N -0.818
8. C 0.825
9. C 0.126
10. C -0.316
11. C -0.656
12. C -0.534
13. O -0.295
14. H 0.485
15. H 0.455
16. H 0.444
17. S -0.152
18. C -0.915
19. C 0.713
20. O -0.654
21. N -0.012
22. C -0.001
23. C -0.478
24. C 0.230
25. C 0.412
26. C -0.760
27. C 0.841
28. O -0.324
29. C -0.943
30. H 0.222
31. H 0.402
32. H 0.331
33. H 0.475
34. Cl -0.244
35. C -1.763
36. H 0.356
37. H 0.362
38. H 0.362
39. H 0.506
40. H 0.185
41. H 0.363
42. H 0.455
43. H 0.508
44. H 0.464
45. H 0.271
46. H 0.270
47. H 0.256


This record from the OMol25 dataset describes a structure of composition C19H19CrOS9Si. The level of theory is ωB97M-V/def2-TZVPD.

⟨S²⟩ = 0.775
Spin multiplicity = 2
Net charge = -2
Energy = -155882.67942 eV

```
50
Properties=species:S:1:pos:R:3:forces:R:3
Cr 0.1661 -2.9580 0.0271 -0.128 -0.043 0.108
S 5.3192 -2.7547 5.2292 -0.001 0.001 0.000
C 4.1256 -2.8448 4.0649 -0.003 0.068 -0.019
S 4.4398 -2.9731 2.3820 -0.087 -0.049 0.129
C 2.7885 -3.0367 1.8228 -0.091 0.050 0.113
C 1.8329 -2.9483 2.7805 0.124 0.037 -0.077
S 0.1392 -2.9514 2.4578 -0.114 -0.056 0.045
S 2.4423 -2.7904 4.4134 0.116 -0.067 -0.093
S 2.4210 -3.1724 0.1224 -0.060 0.035 -0.076
S 0.4852 -3.2312 -2.3172 -0.070 -0.024 -0.066
S -1.4155 -3.7730 -2.9267 0.070 -0.015 0.074
S -1.7639 -5.3856 -1.7103 -0.016 0.015 -0.043
S -1.3601 -4.5739 0.1803 0.079 0.008 0.012
C -2.2065 0.6512 1.9261 0.012 0.015 -0.005
C -2.2199 0.9190 0.4169 0.049 0.003 -0.025
C -3.3590 0.1135 -0.2183 0.016 0.015 -0.013
C -2.4540 2.4074 0.1615 0.004 0.022 -0.004
Si -0.5655 0.2798 -0.2938 -0.222 -0.068 0.057
O -0.5877 -1.3022 -0.0385 0.326 0.016 -0.137
C -0.4883 0.6864 -2.1374 -0.016 0.005 0.102
C -1.1681 -0.1704 -3.0068 -0.028 -0.032 -0.015
C -1.1932 0.0614 -4.3741 -0.012 0.018 -0.023
C -0.5329 1.1611 -4.9056 -0.012 -0.018 -0.014
C 0.1620 2.0157 -4.0621 0.014 0.029 -0.013
C 0.1828 1.7746 -2.6939 0.034 0.043 0.008
C 0.8421 1.1255 0.6339 -0.077 0.054 -0.111
C 1.6650 0.3574 1.4561 0.041 -0.108 0.037
C 2.6817 0.9332 2.2070 0.022 0.007 0.005
C 2.8955 2.3027 2.1486 0.004 -0.002 0.002
C 2.0860 3.0895 1.3386 0.007 0.031 0.002
C 1.0720 2.5042 0.5923 0.019 0.031 0.034
H -3.1728 0.9298 2.3681 -0.002 -0.003 -0.001
H -1.4269 1.2310 2.4286 -0.006 -0.010 -0.002
H -2.0222 -0.4040 2.1383 0.005 -0.005 0.004
H -4.3116 0.3728 0.2635 0.000 0.004 -0.004
H -3.1973 -0.9600 -0.1029 -0.001 -0.003 -0.012
H -3.4574 0.3319 -1.2855 0.011 -0.023 -0.002
H -3.4530 2.6985 0.5139 0.006 0.002 0.004
H -2.3942 2.6495 -0.9042 -0.002 0.003 0.008
H -1.7274 3.0255 0.6956 -0.005 0.000 -0.013
H -1.6552 -1.0548 -2.6120 -0.012 0.009 0.013
H -1.7120 -0.6332 -5.0246 0.004 0.002 0.001
H -0.5452 1.3413 -5.9750 0.006 -0.004 0.004
H 0.7008 2.8642 -4.4696 -0.005 -0.002 -0.003
H 0.7564 2.4384 -2.0568 -0.008 -0.011 -0.023
H 1.5031 -0.7115 1.5155 -0.008 0.019 0.001
H 3.3030 0.3048 2.8352 0.004 0.008 -0.001
H 3.6887 2.7564 2.7321 -0.004 -0.001 -0.001
H 2.2433 4.1617 1.2895 0.007 -0.005 0.002
H 0.4479 3.1410 -0.0263 0.012 -0.001 0.028
```
Forces are in eV/Å.

How is the electron density shared among the atoms? According to Mulliken, the charges in e are:
1. Cr 0.481
2. S -0.368
3. C 0.063
4. S -0.130
5. C 0.119
6. C 0.028
7. S -0.403
8. S -0.122
9. S -0.418
10. S -0.316
11. S -0.205
12. S -0.234
13. S -0.238
14. C -1.721
15. C 2.215
16. C -1.795
17. C -1.816
18. Si -1.142
19. O 0.781
20. C 0.627
21. C -0.364
22. C -0.746
23. C -0.416
24. C -0.675
25. C -0.146
26. C 0.553
27. C 0.043
28. C -0.471
29. C -0.606
30. C -1.010
31. C -0.204
32. H 0.504
33. H 0.333
34. H 0.246
35. H 0.508
36. H 0.266
37. H 0.318
38. H 0.487
39. H 0.358
40. H 0.300
41. H 0.518
42. H 0.379
43. H 0.340
44. H 0.382
45. H 0.221
46. H 0.116
47. H 0.346
48. H 0.354
49. H 0.351
50. H 0.309


This record from the OMol25 dataset describes a structure of composition C19H19F4MoN3O7 in a non-equilibrium geometry. The level of theory is ωB97M-V/def2-TZVPD.

⟨S²⟩ = 2.009
Energy above the lowest of the compared OMol25 structures with the same formula, charge and spin = 0.0 kcal per mole
Spin multiplicity = 3
Energy = -51537.88739 eV

```
53
Properties=species:S:1:pos:R:3:forces:R:3
Mo 0.4490 -0.1196 -0.0133 1.012 -0.649 0.275
C -1.6503 4.0934 -1.4062 -0.006 0.043 0.045
C -0.3740 3.3478 -1.4420 0.150 -0.343 0.045
N -1.3344 1.0844 -1.1807 0.545 -0.024 -0.049
C -1.7855 0.6460 -2.5082 0.021 0.083 0.113
C -2.8382 1.4717 -3.2321 0.016 0.065 0.008
C -2.3085 1.3259 -0.1219 -0.065 -0.078 0.029
C -1.6409 1.7962 1.1564 0.012 -0.023 -0.030
N -0.3886 1.0888 1.4576 0.107 0.364 -0.227
C 0.2645 1.6094 2.5727 -0.044 -0.211 0.162
C 1.6523 1.8034 2.6221 -0.070 0.070 -0.065
F 2.3911 1.5474 1.5359 0.013 -0.054 -0.138
C 2.3023 2.3026 3.7327 0.000 -0.001 0.014
F 3.6306 2.4744 3.6674 -0.005 -0.005 0.000
C 1.6219 2.6498 4.8794 0.005 -0.005 -0.005
C 0.2576 2.4612 4.8643 -0.022 0.004 0.003
F -0.4656 2.7493 5.9562 0.002 0.005 0.009
C -0.4014 1.9490 3.7633 -0.002 -0.062 0.050
F -1.7216 1.7219 3.9018 0.028 -0.014 0.037
H -1.5206 5.0305 -1.9493 0.032 -0.004 0.009
H -1.9772 4.3568 -0.3915 0.014 -0.019 0.008
H -2.4578 3.5491 -1.8830 -0.064 0.020 -0.022
H 0.5706 3.8039 -1.1775 -0.025 0.108 -0.050
H 1.9632 2.1727 -2.7762 -0.101 -0.068 -0.077
H -2.1656 -0.3617 -2.3361 -0.052 -0.037 -0.054
H -0.8804 0.5789 -3.1096 0.021 -0.080 -0.049
H -3.7032 1.6808 -2.6016 -0.006 0.009 0.000
H -3.1980 0.9078 -4.0930 0.029 -0.041 0.014
H -2.4297 2.4084 -3.6080 -0.017 0.010 0.006
H -2.7617 0.3458 0.0399 -0.022 0.023 -0.023
H -3.0963 2.0302 -0.3966 0.019 0.043 -0.029
H -2.3889 1.6731 1.9384 0.037 -0.003 -0.016
H -1.4274 2.8691 1.0917 -0.020 0.011 -0.026
H 2.1315 3.0408 5.7469 -0.001 0.001 -0.001
O 3.7657 0.2153 -2.4131 -0.034 0.128 -0.036
C 2.3872 0.3672 -2.2496 -0.116 -0.042 -0.097
O 2.0797 0.7175 -0.9719 -0.200 0.226 -0.217
C 1.7298 -0.9663 -2.6215 -0.011 0.259 -0.066
C 2.0285 -1.8237 -3.6697 0.014 0.253 0.046
C 1.2127 -2.9258 -3.8590 -0.076 -0.118 0.013
C 0.1212 -3.1606 -3.0204 0.097 -0.058 -0.074
C -0.0924 -2.2820 -1.9871 0.133 0.085 0.089
N 0.7184 -1.2325 -1.8123 -0.323 -0.041 -0.269
C -1.2248 -2.3415 -0.9789 -0.026 0.171 0.100
O -2.0932 -3.1738 -1.0684 0.015 -0.080 -0.051
O -1.1711 -1.3771 -0.0951 -0.450 -0.338 0.076
H 4.1809 0.8128 -1.7777 -0.002 -0.073 0.034
H 2.8677 -1.6035 -4.3135 -0.002 -0.036 -0.004
H 1.4184 -3.6124 -4.6699 0.002 0.009 -0.007
H -0.5425 -4.0036 -3.1475 -0.008 0.006 -0.002
O -0.2328 1.9842 -1.2193 -0.749 0.797 -0.245
O 1.8589 1.3094 -3.2013 0.349 -0.437 0.483
O 1.2784 -1.1708 0.9418 -0.155 0.150 0.260
```
Forces are in eV/Å.

How is the electron density shared among the atoms? According to Mulliken, the charges in e are:
1. Mo 0.611
2. C -1.098
3. C -0.241
4. N 1.206
5. C -0.652
6. C -1.681
7. C -1.534
8. C -0.906
9. N 0.392
10. C 0.042
11. C 0.221
12. F -0.263
13. C -0.171
14. F -0.305
15. C -0.464
16. C 0.162
17. F -0.313
18. C 0.630
19. F -0.344
20. H 0.354
21. H 0.302
22. H 0.194
23. H 0.469
24. H 0.399
25. H 0.277
26. H 0.307
27. H 0.344
28. H 0.483
29. H 0.361
30. H 0.541
31. H 0.581
32. H 0.530
33. H 0.383
34. H 0.505
35. O -0.606
36. C 1.047
37. O -0.594
38. C -0.218
39. C -0.827
40. C -0.305
41. C -0.864
42. C 0.408
43. N 0.287
44. C 0.349
45. O -0.687
46. O -0.395
47. H 0.354
48. H 0.546
49. H 0.447
50. H 0.573
51. O 0.310
52. O -0.551
53. O -0.594